No. 1
A cluster of 7 separate species, C11H36N2O7 in total in a non-equilibrium geometry, computed with ωB97M-V with the def2-TZVPD basis set.

HOMO-LUMO gap = 10.270 eV
ΔE to the lowest compared entry with this formula, charge and spin = 156.3 kJ/mol
2S+1 = 1
E_LUMO = 0.4 eV
HOMO level = -9.8338 eV
SMILES = NC(N)=O.CCO.CCO.CCO.CCO.CO.CO

Each line ends with the Mulliken charge.
Atoms and positions in Å:
C1 -4.61619 1.10846 2.26255  -0.5132
O1 -3.71530 0.09915 2.79057  -0.4830
H1 -5.14283 0.95364 1.32086  0.1964
H2 -5.46164 1.13242 2.95011  0.2398
H3 -4.11947 2.06247 2.43927  0.2610
H4 -3.07129 -0.06855 2.09865  0.2980
C2 0.91282 -1.12741 -0.48984  -0.4911
O2 0.16243 -1.58429 0.61714  -0.4773
H5 0.94584 -0.04648 -0.35345  0.1910
H6 1.94284 -1.48326 -0.51320  0.3011
H7 0.30803 -1.35172 -1.36848  0.1873
H8 0.69685 -2.25142 1.05412  0.2890
C3 -1.40194 -5.25321 -4.12219  0.6343
O3 -2.04859 -5.06442 -3.12508  -0.6446
N1 -0.16571 -4.91917 -4.12751  -0.3487
N2 -1.69462 -5.65600 -5.31914  -0.3341
H9 0.35970 -4.51378 -3.36615  0.1902
H10 0.41131 -5.12009 -4.93175  0.0936
H11 -2.54165 -6.19245 -5.44106  0.2360
H12 -0.87037 -5.72557 -5.89870  0.1733
C4 4.82255 -2.52864 3.65305  -1.0129
C5 3.68286 -3.24500 4.18787  -0.1702
O4 3.00901 -4.00203 3.21810  -0.5519
H13 4.49219 -1.66657 3.07357  0.2473
H14 5.45704 -3.16726 3.03850  0.2967
H15 5.40886 -2.14135 4.48633  0.3293
H16 2.99747 -2.60043 4.73823  0.2854
H17 4.03980 -3.94719 4.94126  0.2737
H18 2.32798 -4.57583 3.57665  0.3041
C6 0.32809 4.21093 3.20900  -1.1439
C7 1.15464 3.04656 3.81756  -0.1578
O5 1.76879 3.44112 5.01343  -0.5115
H19 -0.42032 4.67813 3.84908  0.3715
H20 -0.09138 3.90141 2.25174  0.3250
H21 1.06784 4.95200 2.90622  0.3438
H22 1.87232 2.60112 3.12864  0.2517
H23 0.55741 2.19757 4.15017  0.2258
H24 1.25217 4.18810 5.32445  0.2950
C8 3.42246 4.61128 -1.78065  -0.8806
C9 3.41510 5.55822 -2.97323  -0.2778
O6 4.54111 5.40883 -3.79047  -0.5067
H25 3.44343 3.55273 -2.03975  0.2629
H26 2.52742 4.78077 -1.18208  0.2906
H27 4.25002 4.81925 -1.10242  0.2744
H28 3.35995 6.56672 -2.56336  0.2305
H29 2.52135 5.44886 -3.58751  0.2936
H30 4.23320 4.91136 -4.55158  0.3135
C10 -4.16530 -0.64270 -2.06886  -1.0066
C11 -5.63984 -0.99666 -2.43139  -0.2131
O7 -6.01991 -0.02339 -3.35739  -0.5103
H31 -4.03821 0.43049 -1.92672  0.3127
H32 -3.60453 -0.95206 -2.95086  0.2740
H33 -3.83839 -1.00373 -1.09373  0.3165
H34 -6.26158 -0.78133 -1.56239  0.2588
H35 -5.78506 -2.02477 -2.76301  0.2662
H36 -6.97879 -0.00480 -3.31516  0.3016

No. 2
A structure of composition C11H37BBaN2O16P3 in a non-equilibrium geometry, computed with ωB97M-V with the def2-TZVPD basis set.

HOMO-LUMO gap = 9.836 eV
ΔE to the lowest compared entry with this formula, charge and spin = 0.0 kJ/mol
net charge = +1
2S+1 = 1
E_LUMO = -3.1 eV
HOMO level = -12.9125 eV

Each line ends with the Mulliken charge.
Atoms and positions in Å:
Ba1 15.80548 3.12938 30.08421  1.9214
B1 15.47212 5.56480 28.77440  0.5460
H1 16.16900 5.60203 29.59734  -0.2430
H2 15.64291 6.46305 28.20150  -0.2658
H3 15.59700 4.64328 28.22719  -0.2967
H4 14.49914 5.56227 29.24082  -0.5194
C1 14.57310 8.42566 30.34390  -0.3785
N1 15.05844 8.83018 31.72011  0.9164
O1 14.25256 9.29331 32.53695  -0.5542
O2 16.24374 8.60059 31.89392  -0.5273
H5 15.42054 8.02447 29.78802  0.1432
H6 14.15735 9.35695 29.95926  0.3556
H7 13.88158 7.58906 30.44383  -0.0014
C2 14.90369 6.66233 25.47628  -0.3775
N2 15.06763 6.11590 24.08121  0.9100
O3 15.25457 6.90304 23.19370  -0.5522
O4 15.08771 4.91244 23.96529  -0.5303
H8 14.50230 7.67536 25.44852  0.3154
H9 15.91177 6.71262 25.88779  0.0531
H10 14.33202 5.91945 26.03252  0.2350
C3 17.20571 1.71953 24.70295  -0.6135
O5 18.25402 1.60122 25.63566  -0.3878
P1 18.48479 2.59928 26.91681  0.6384
O6 17.33853 2.77139 27.86213  -0.1621
O7 19.02658 3.98418 26.28118  -0.2950
C4 18.14566 5.07211 25.97776  -0.5438
O8 19.80587 1.98711 27.62572  -0.3782
C5 21.03765 2.05304 26.89852  -0.7394
H11 16.47605 2.50541 24.89811  0.2279
H12 16.66713 0.78836 24.52704  0.2981
H13 17.56833 2.04100 23.72660  0.2947
H14 17.17956 5.05762 26.48228  -0.0712
H15 17.89232 5.18532 24.92368  0.4276
H16 18.61292 5.98895 26.33718  0.3476
H17 20.87830 2.35043 25.86206  0.3275
H18 21.40981 1.02958 26.85235  0.3208
H19 21.81644 2.67362 27.34178  0.2589
C6 18.81718 6.38863 33.11518  -0.6558
O9 19.74260 5.35462 32.93291  -0.3476
P2 19.59076 4.47871 31.59467  0.4674
O10 18.22955 4.16075 31.06336  0.1532
O11 20.63491 5.23174 30.59045  -0.3743
C7 20.60923 4.86303 29.26094  -0.1640
O12 20.43195 3.12657 31.93166  -0.3518
C8 19.85710 2.13188 32.76542  -0.7105
H20 17.88590 6.33306 32.55150  0.2142
H21 19.41405 7.28981 32.97483  0.2867
H22 18.48995 6.51528 34.14715  0.3258
H23 19.56813 4.65834 29.01130  -0.2480
H24 21.19297 3.95045 29.14030  0.2547
H25 20.90538 5.75118 28.70275  0.3096
H26 18.82366 2.25132 33.09075  0.2971
H27 20.51450 2.17499 33.63379  0.3005
H28 19.92910 1.13431 32.33206  0.2571
C9 11.03088 6.13310 32.63974  -0.7297
O13 12.06144 5.16088 32.47666  -0.3371
P3 12.05084 4.21126 31.15981  0.8407
O14 13.30186 3.51512 30.83072  -0.4040
O15 10.80370 3.25690 31.54953  -0.2824
C10 10.99186 2.11486 32.32788  -0.7037
O16 11.41741 5.02317 29.89858  -0.3325
C11 11.18724 4.31707 28.69348  -0.5702
H29 11.41692 7.14129 32.79016  0.2747
H30 10.40266 5.77668 33.45607  0.3126
H31 10.34859 6.27555 31.80172  0.3119
H32 12.01181 1.73055 32.31664  0.2792
H33 10.38181 1.30613 31.92553  0.2522
H34 10.65542 2.23868 33.35724  0.2598
H35 11.92127 4.67085 27.96950  0.1028
H36 10.19286 4.60377 28.35127  0.2588
H37 11.19091 3.23539 28.82782  0.3521

No. 3
A cluster of 10 separate species, C11H42N10O10 in total in a non-equilibrium geometry, computed with ωB97M-V with the def2-TZVPD basis set.

HOMO-LUMO gap = 9.045 eV
ΔE to the lowest compared entry with this formula, charge and spin = 80.0 kJ/mol
2S+1 = 1
E_LUMO = -0.4 eV
HOMO level = -9.4859 eV
SMILES = NC(N)=O.NC(N)=O.NC(N)=O.NC(N)=O.NC(N)=O.CC(C)O.CC(C)O.O.O.O

Each line ends with the Mulliken charge.
Atoms and positions in Å:
O1 -3.46229 -0.07963 4.14186  -0.7086
H1 -3.83638 -0.96676 4.20930  0.3154
H2 -4.20571 0.48196 3.90199  0.2954
O2 -0.82427 -0.75598 4.95737  -0.6468
H3 -0.28799 -0.19199 4.38587  0.3676
H4 -1.72844 -0.58669 4.66643  0.2927
O3 -4.54611 -2.50069 1.52827  -0.6047
H5 -4.82913 -3.11664 0.84366  0.2603
H6 -5.33783 -2.00204 1.75210  0.2634
C1 2.48083 2.59439 3.65688  0.6820
O4 1.39460 3.05168 3.96739  -0.6558
N1 2.60707 1.43362 2.96998  -0.2524
N2 3.67182 3.22308 3.93988  -0.4056
H7 1.75836 0.97875 2.65958  0.2600
H8 3.47135 0.96999 2.76370  0.1689
H9 3.70358 4.00264 4.56659  0.2250
H10 4.51308 2.88116 3.51549  0.1568
C2 0.43608 -2.71104 -2.79295  0.4934
O5 0.67405 -3.27510 -3.84104  -0.6715
N3 -0.49521 -3.18600 -1.91238  -0.2035
N4 1.01329 -1.52652 -2.40239  -0.0571
H11 -0.83214 -2.64495 -1.13480  0.0562
H12 -1.05395 -3.97112 -2.18972  0.2014
H13 1.72716 -1.17776 -3.01963  0.0489
H14 0.66501 -0.97554 -1.64454  0.2825
C3 -1.33411 -4.43253 2.07355  0.5446
O6 -1.76383 -5.08396 1.13619  -0.6747
N5 -0.24411 -4.81877 2.80616  -0.3772
N6 -1.91108 -3.26794 2.48767  -0.0630
H15 0.09466 -4.20486 3.52338  0.1783
H16 0.06055 -5.76510 2.69079  0.2241
H17 -1.52128 -2.56152 3.09089  0.1733
H18 -2.83025 -3.05997 2.11640  0.0966
C4 4.16314 -0.33749 -3.30282  0.5946
O7 3.69888 -0.17191 -4.41119  -0.6127
N7 3.70312 0.31037 -2.18073  -0.2827
N8 5.25325 -1.12598 -3.02485  -0.4052
H19 3.90424 -0.07770 -1.27299  0.1943
H20 2.82997 0.81032 -2.14450  0.1018
H21 5.53997 -1.28141 -2.07939  0.1670
H22 5.68904 -1.55310 -3.82021  0.2285
C5 -0.72864 0.09659 1.13402  0.5299
O8 0.04223 0.24540 2.08267  -0.7169
N9 -1.99852 -0.34302 1.23793  0.0714
N10 -0.31740 0.29988 -0.14998  0.0243
H23 -2.41930 -0.62013 2.10327  -0.1056
H24 -2.59481 -0.24432 0.43098  0.1873
H25 -0.93110 0.04590 -0.90631  0.0047
H26 0.61405 0.68114 -0.24929  -0.0602
C6 0.89052 4.00492 -1.56351  -1.3462
C7 2.18719 3.45273 -1.00291  0.2881
C8 2.81110 4.36415 0.05397  -1.2967
O9 1.91080 2.19095 -0.34825  -0.6286
H27 0.34405 3.25190 -2.12654  0.2918
H28 1.10470 4.88824 -2.16996  0.4402
H29 0.26656 4.37762 -0.74585  0.3347
H30 2.95025 3.23802 -1.74862  0.4165
H31 2.80875 5.40200 -0.29330  0.3983
H32 3.84141 4.06330 0.24162  0.3079
H33 2.29131 4.35236 1.01389  0.2822
H34 1.24995 2.36817 0.33316  0.2515
C9 -3.21940 1.36297 -2.57672  -1.0655
C10 -3.42211 -0.11962 -2.73343  0.2789
C11 -2.47159 -0.72228 -3.76890  -0.9575
O10 -3.10755 -0.71400 -1.45325  -0.4097
H35 -2.19206 1.65078 -2.34245  0.0384
H36 -3.83277 1.72748 -1.74949  0.3343
H37 -3.49497 1.90248 -3.48281  0.4581
H38 -4.44950 -0.40404 -2.97506  0.4420
H39 -1.47640 -0.54664 -3.35153  0.0545
H40 -2.48983 -0.23541 -4.74648  0.4217
H41 -2.63928 -1.77768 -3.97781  0.2998
H42 -3.53665 -1.56709 -1.34630  0.1788

No. 4
A cluster of 10 separate species, C11H42N6O10 in total in a non-equilibrium geometry, computed with ωB97M-V with the def2-TZVPD basis set.

HOMO-LUMO gap = 7.897 eV
ΔE to the lowest compared entry with this formula, charge and spin = 193.9 kJ/mol
2S+1 = 1
E_LUMO = -0.6 eV
HOMO level = -8.4768 eV
SMILES = NC(N)=O.NC(N)=O.NC(N)=O.CCO.CO.CO.CO.CO.CO.CO

Each line ends with the Mulliken charge.
Atoms and positions in Å:
C1 0.27854 2.01571 -5.04260  -1.3458
C2 0.59695 1.93605 -3.52100  0.0777
O1 0.90038 0.55654 -3.29429  -0.6751
H1 1.09934 1.94400 -5.70830  0.3796
H2 -0.31351 2.89547 -5.31718  0.3297
H3 -0.20751 1.06534 -5.30387  0.3126
H4 -0.31450 2.05445 -2.96175  0.0305
H5 1.34499 2.58131 -3.21388  0.3881
H6 0.80584 0.45219 -2.32543  0.3161
C3 -1.03542 4.04998 2.61401  0.5195
O2 -0.26708 3.00571 2.08275  -0.6224
N1 -1.77175 3.94098 3.65348  -0.3689
N2 -1.04608 5.21304 2.13504  -0.3352
H7 -1.86179 2.94464 4.05404  0.1984
H8 -2.13215 4.67038 4.23066  0.1770
H9 -0.39636 5.50287 1.34881  0.2894
H10 -1.58167 5.96398 2.57712  0.1735
C4 1.13109 -0.48959 -0.07062  0.2425
O3 2.40362 -0.92076 -0.01902  -0.8295
N3 0.21406 -1.38906 -0.31612  1.5242
N4 0.83551 0.74977 -0.16890  0.8703
H11 0.32750 -2.36528 -0.49963  -0.1861
H12 -0.69348 -0.98346 -0.09871  -0.8632
H13 1.58667 1.36350 -0.02216  0.0044
H14 -0.09831 1.17183 -0.14130  -0.1763
C5 -2.26623 0.59869 -0.64609  0.3979
O4 -2.54208 0.62216 -2.04286  -0.7080
N5 -2.36152 -0.41298 0.15985  -0.3536
N6 -1.70556 1.64319 -0.00054  -0.3709
H15 -2.69586 -1.27933 -0.24986  0.0094
H16 -2.18841 -0.48509 1.16313  0.3202
H17 -1.58398 2.48972 -0.59866  0.2734
H18 -1.55898 1.77183 0.98394  0.2372
C6 2.64122 3.20081 1.15915  -0.6398
O5 1.62479 3.44661 0.30920  -0.5173
H19 2.43172 3.88698 1.96388  0.3048
H20 3.61059 3.55303 0.65835  0.2330
H21 2.80263 2.14532 1.47678  0.2035
H22 0.88364 3.24446 0.94352  0.4151
C7 -0.43774 -2.44112 -3.47789  -0.2446
O6 -0.12838 -1.71498 -4.64189  -0.6356
H23 0.45610 -2.53125 -2.85199  0.2722
H24 -0.92375 -3.37265 -3.70049  0.3490
H25 -1.02685 -1.86903 -2.84474  -0.0811
H26 0.06691 -0.74610 -4.34458  0.3619
C8 1.80593 -4.51814 -0.32319  -0.7935
O7 0.55367 -4.15658 -0.80526  -0.4578
H27 2.27843 -3.83480 0.38027  0.1834
H28 2.42329 -4.65000 -1.20531  0.2907
H29 1.77279 -5.50220 0.00705  0.4306
H30 -0.05509 -4.89799 -0.91812  0.2539
C9 3.18497 -1.42864 3.13001  -0.2244
O8 3.22758 -1.49726 4.58098  -0.5547
H31 4.11932 -1.03310 2.63762  0.2867
H32 2.32461 -0.96381 2.65899  -0.0697
H33 3.26167 -2.42415 2.74606  0.2410
H34 2.33863 -1.71093 4.97693  0.2888
C10 -0.57421 -0.66897 2.89561  -0.4361
O9 -1.76890 0.04192 2.99314  -0.6549
H35 0.28092 -0.03020 2.71734  0.2546
H36 -0.67570 -1.36275 2.07785  0.0080
H37 -0.46399 -1.28506 3.76524  0.4664
H38 -1.70281 0.65692 3.76889  0.3190
C11 -2.63108 -3.56791 -0.48573  -0.3721
O10 -3.80365 -2.80783 -0.90269  -0.5855
H39 -2.62625 -3.55741 0.57407  0.3732
H40 -1.73780 -3.05212 -0.74352  -0.2612
H41 -2.56834 -4.58320 -0.75683  0.4420
H42 -3.86709 -2.84564 -1.85873  0.3140